Entry 1:
C16H27HgO15PS as an isolated structure in a non-equilibrium geometry, computed with ωB97M-V/def2-TZVPD.

Last column: Löwdin charge in e.
Geometry (Å):
Hg (-0.76, -0.17, -1.05)  0.4843
C (-3.25, -4.09, 3.32)  -0.1815
C (-2.05, -3.58, 2.45)  -0.5722
O (-2.42, -2.99, 1.22)  -0.4194
H (-4.03, -3.34, 3.35)  0.0430
H (-2.94, -4.30, 4.34)  0.0237
H (-3.50, -5.01, 2.78)  0.0373
H (-1.36, -4.40, 2.27)  0.0556
H (-1.75, -2.80, 3.14)  0.0444
P (-2.85, -0.85, -4.11)  -0.1109
O (-3.54, -0.63, -2.77)  -0.3061
O (-1.39, -0.21, -4.05)  -0.3764
O (-3.40, -0.32, -5.47)  -0.3206
O (-2.77, -2.37, -4.17)  -0.2334
C (2.08, -2.12, 5.23)  -0.2343
C (3.10, -2.65, 4.15)  -0.1429
O (3.85, -1.46, 3.79)  -0.2219
S (2.75, -0.27, 3.58)  0.7626
O (2.09, -0.48, 2.28)  -0.2350
O (3.30, 1.06, 3.88)  -0.2700
O (1.80, -0.82, 4.93)  -0.2023
H (2.64, -1.95, 6.14)  0.1144
H (1.20, -2.72, 5.46)  0.1343
H (2.56, -3.09, 3.31)  0.1291
H (3.80, -3.37, 4.56)  0.1234
O (-3.00, 2.14, 1.14)  0.1409
C (-4.03, 2.44, 1.61)  -0.5588
O (-4.08, 3.48, 2.38)  0.0471
C (-5.44, 3.67, 2.81)  -0.1346
C (-6.02, 2.26, 2.64)  -0.2195
C (-5.28, 1.62, 1.59)  -0.0847
H (-5.87, 4.29, 2.03)  0.1199
H (-5.58, 4.06, 3.82)  0.1194
H (-7.09, 2.33, 2.43)  0.1154
H (-5.93, 1.72, 3.59)  0.1185
H (-5.76, 1.63, 0.61)  0.1422
H (-5.34, 0.59, 1.93)  0.1460
O (1.97, -2.46, -2.68)  0.0645
C (2.47, -3.03, -3.68)  -0.4234
O (3.77, -3.27, -3.78)  0.0266
C (4.15, -4.03, -4.86)  -0.2099
C (3.03, -3.71, -5.84)  -0.1686
C (1.82, -3.46, -4.98)  -0.0675
H (4.22, -5.09, -4.65)  0.1200
H (5.14, -3.73, -5.19)  0.1207
H (2.85, -4.57, -6.49)  0.1087
H (3.31, -2.83, -6.41)  0.1166
H (1.24, -4.37, -4.79)  0.1285
H (0.95, -2.98, -5.43)  0.1389
O (1.34, 3.39, -1.66)  0.0546
C (2.06, 4.45, -1.61)  -0.3952
O (2.14, 5.35, -2.65)  0.0174
C (3.06, 6.43, -2.40)  -0.1589
C (3.49, 6.12, -0.97)  -0.1723
C (2.97, 4.78, -0.51)  -0.0933
H (2.58, 7.41, -2.40)  0.1150
H (3.86, 6.47, -3.13)  0.1173
H (3.13, 6.80, -0.19)  0.1118
H (4.57, 6.14, -1.09)  0.1070
H (2.50, 4.89, 0.47)  0.1291
H (3.64, 3.97, -0.21)  0.1354

The value obtained for the molar mass is 723.01 g/mol. The total charge is -2. The value obtained for the gap between HOMO and LUMO is 2.87 eV.

Entry 2:
An isolated ion of composition C16H27N2O3 and charge +1, computed with ωB97M-V/def2-TZVPD.

Last column: Löwdin charge in e.
Geometry (Å):
C (-5.98, -0.89, -0.43)  -0.0754
H (-6.26, 0.06, -0.89)  0.0991
O (-5.05, -0.70, 0.62)  -0.0762
C (-3.87, -0.12, 0.34)  -0.2804
C (-3.02, 0.10, 1.44)  0.0144
C (-1.79, 0.69, 1.27)  -0.0155
C (-1.36, 1.07, 0.00)  -0.2773
C (-2.19, 0.86, -1.09)  -0.0162
C (-3.43, 0.27, -0.92)  -0.0045
H (-4.05, 0.12, -1.79)  0.1091
H (-1.89, 1.14, -2.09)  0.1097
O (-0.10, 1.63, -0.07)  -0.1006
C (0.31, 2.23, -1.29)  -0.1672
C (1.59, 3.02, -1.04)  -0.1439
H (1.40, 3.85, -0.35)  0.1386
H (1.95, 3.42, -1.99)  0.1388
O (2.63, 2.20, -0.53)  -0.1489
C (2.73, 2.16, 0.89)  -0.1626
C (3.46, 0.85, 1.21)  -0.0668
N (2.82, -0.23, 0.44)  -0.1047
H (2.51, 0.26, -0.42)  0.1710
C (1.62, -0.80, 1.10)  -0.0812
C (0.93, -1.79, 0.17)  -0.1607
N (1.85, -2.85, -0.15)  -0.2282
C (3.00, -2.31, -0.85)  -0.1674
C (3.73, -1.33, 0.06)  -0.0835
H (4.60, -0.91, -0.46)  0.1428
H (4.05, -1.84, 0.96)  0.1497
H (3.68, -3.13, -1.10)  0.1366
H (2.71, -1.81, -1.80)  0.1381
C (1.23, -3.95, -0.86)  -0.0716
H (0.42, -4.35, -0.25)  0.0926
H (0.82, -3.65, -1.83)  0.0956
H (1.96, -4.74, -1.01)  0.0921
H (0.07, -2.21, 0.69)  0.1396
H (0.56, -1.26, -0.73)  0.1355
H (0.93, 0.01, 1.35)  0.1077
H (1.94, -1.31, 2.01)  0.1507
H (4.50, 0.93, 0.89)  0.1415
H (3.43, 0.63, 2.28)  0.1486
H (3.31, 3.01, 1.25)  0.1444
H (1.74, 2.18, 1.34)  0.1244
H (0.49, 1.45, -2.04)  0.1346
H (-0.46, 2.92, -1.66)  0.1408
H (-1.16, 0.88, 2.12)  0.1170
H (-3.36, -0.20, 2.41)  0.1252
H (-5.59, -1.58, -1.19)  0.0969
H (-6.86, -1.34, 0.04)  0.0976

The value obtained for the molar mass is 295.40 g/mol. As for the SMILES: COc1ccc(OCCOCC[NH+]2CCN(C)CC2)cc1. The total charge is +1. The value obtained for the gap between HOMO and LUMO is 8.64 eV. As for the energy above the lowest of the compared OMol25 structures with the same formula, charge and spin: 41.49 kcal/mol.

Entry 3:
An isolated molecule of C16H27N3O2 in a non-equilibrium geometry, computed with ωB97M-V/def2-TZVPD.

Last column: Löwdin charge in e.
Geometry (Å):
C (0.85, 0.29, -1.73)  -0.0994
N (0.75, 1.36, -0.89)  -0.2081
C (-0.29, 1.52, -0.11)  0.0245
C (-1.42, 0.50, 0.10)  -0.0306
C (-1.36, -1.08, -0.24)  -0.3494
O (-0.37, -1.59, -0.04)  0.1174
C (-2.76, -1.82, -0.03)  0.0064
C (-3.97, -0.84, -0.30)  -0.5292
C (-3.88, 0.17, 0.88)  -0.1139
C (-2.62, 1.05, 0.77)  -0.2315
O (-2.78, 2.45, 1.16)  -0.1997
H (-4.84, 0.84, 0.98)  0.1567
H (-3.64, -0.57, 1.80)  0.1729
C (-4.12, -0.04, -1.47)  -0.0359
H (-5.04, 0.49, -1.60)  0.1050
H (-4.33, -0.87, -2.19)  0.1163
H (-3.25, 0.35, -1.68)  0.0316
C (-5.19, -1.82, 0.15)  0.0131
H (-5.12, -2.42, -0.78)  0.0926
H (-6.11, -1.14, 0.19)  0.1138
H (-5.12, -2.28, 0.93)  -0.0314
H (-2.73, -2.19, -0.96)  0.0890
H (-2.69, -2.29, 0.69)  0.0009
H (-0.64, 2.43, 0.60)  0.1819
C (1.68, 2.47, -0.93)  0.0018
H (1.37, 3.31, -0.47)  0.0928
H (2.28, 2.17, -1.61)  0.0296
C (2.62, 1.99, 0.44)  0.0043
N (2.93, 0.43, 0.36)  -0.1691
C (4.33, 0.32, -0.34)  -0.1198
C (4.53, -0.97, -0.90)  -0.1674
N (4.45, -1.96, 0.20)  -0.0428
H (4.71, -2.85, 0.09)  0.0507
C (3.17, -1.96, 0.96)  -0.1293
C (2.94, -0.45, 1.42)  -0.2561
H (2.03, -0.10, 1.92)  0.1153
H (3.77, -0.10, 1.98)  0.0987
H (3.20, -2.46, 2.13)  0.1869
H (2.34, -2.08, 0.34)  0.0555
H (5.38, -1.05, -1.24)  0.0472
H (3.81, -1.43, -1.42)  0.0894
H (4.17, 1.09, -1.05)  0.1037
H (5.02, 0.62, 0.29)  0.0792
H (1.93, 1.72, 1.42)  0.1627
H (3.32, 2.59, 0.52)  0.0019
H (1.69, 0.52, -2.58)  0.1454
H (-0.06, -0.05, -2.27)  0.1009
H (1.27, -0.77, -1.27)  0.1254

The value obtained for the molar mass is 293.41 g/mol. As for the SMILES: CN(C=C1C(=O)CC(C)(C)CC1=O)CCN1CCNCC1. The value obtained for the gap between HOMO and LUMO is 8.10 eV. As for the energy above the lowest of the compared OMol25 structures with the same formula, charge and spin: 404.04 kcal/mol.

Entry 4:
An isolated molecule of C16H27N3O3S, computed with ωB97M-V/def2-TZVPD.

Last column: Löwdin charge in e.
Geometry (Å):
C (-4.65, -0.14, -1.53)  -0.1162
C (-3.17, 0.21, -1.59)  -0.2697
C (-2.77, 0.77, -2.95)  -0.2172
C (-1.27, 1.07, -3.06)  -0.1729
H (-1.02, 1.22, -4.11)  0.1194
H (-0.72, 0.21, -2.70)  0.1114
C (-0.81, 2.30, -2.27)  -0.3159
C (0.71, 2.23, -2.08)  -0.1938
O (1.02, 1.15, -1.22)  -0.1513
C (2.39, 0.99, -1.00)  -0.2364
C (2.60, -0.18, -0.04)  -0.1420
H (2.18, -1.08, -0.49)  0.1230
H (3.67, -0.33, 0.11)  0.1208
C (1.92, 0.10, 1.30)  -0.1685
N (2.12, -0.99, 2.22)  0.0469
C (1.21, -1.85, 2.59)  0.0016
C (1.45, -2.93, 3.43)  -0.0602
C (2.78, -3.18, 3.93)  -0.4020
O (3.77, -2.50, 3.68)  0.0531
N (2.91, -4.28, 4.76)  0.1121
C (1.91, -5.13, 5.12)  -0.8730
S (2.19, -6.40, 6.12)  0.6424
N (0.68, -4.85, 4.62)  0.1145
C (0.34, -3.80, 3.78)  -0.4314
O (-0.80, -3.67, 3.40)  0.0739
H (-0.07, -5.48, 4.89)  0.1459
H (3.84, -4.48, 5.12)  0.1456
H (0.19, -1.72, 2.23)  0.1510
H (3.06, -1.18, 2.57)  0.1291
H (2.33, 1.01, 1.74)  0.1335
H (0.85, 0.24, 1.13)  0.1266
H (2.91, 0.80, -1.95)  0.1291
H (2.82, 1.92, -0.57)  0.1282
H (1.21, 2.09, -3.05)  0.1374
H (1.09, 3.16, -1.64)  0.1238
C (-1.20, 3.61, -2.97)  -0.2207
C (-1.18, 4.82, -2.04)  -0.0987
H (-1.87, 4.67, -1.21)  0.0754
H (-1.49, 5.71, -2.58)  0.0705
H (-0.19, 5.00, -1.63)  0.0623
H (-0.52, 3.78, -3.81)  0.1167
H (-2.20, 3.50, -3.38)  0.1025
H (-1.26, 2.27, -1.28)  0.1353
H (-3.35, 1.68, -3.14)  0.1039
H (-3.04, 0.05, -3.72)  0.1138
H (-2.94, 0.93, -0.80)  0.1004
H (-2.58, -0.69, -1.39)  0.1105
H (-4.92, -0.54, -0.56)  0.0676
H (-4.90, -0.87, -2.29)  0.0704
H (-5.25, 0.75, -1.71)  0.0709

The value obtained for the molar mass is 341.48 g/mol. As for the SMILES: CCCC[C@H](CC)COCCCNC=C1C(=O)NC(=S)NC1=O. The value obtained for the gap between HOMO and LUMO is 8.67 eV. As for the energy above the lowest of the compared OMol25 structures with the same formula, charge and spin: 5.00 kcal/mol.

Entry 5:
C16H28B2F14NO12S2Zr as an isolated structure in a non-equilibrium geometry, computed with ωB97M-V/def2-TZVPD.

Last column: Löwdin charge in e.
Geometry (Å):
Zr (-0.04, -1.41, -1.12)  1.5657
N (1.51, -1.64, -2.46)  -0.4221
S (2.50, -2.80, -3.00)  0.5301
O (3.94, -2.67, -2.64)  -0.2563
O (2.08, -3.62, -4.14)  -0.2431
F (1.97, -3.74, -1.81)  -0.2285
S (2.22, -0.68, -3.82)  0.6247
O (1.79, -1.00, -5.20)  -0.2467
O (3.56, -0.17, -3.68)  -0.2256
F (1.23, 0.52, -3.49)  -0.1899
B (0.32, 0.48, -0.06)  -0.4824
H (-0.60, 0.61, -0.62)  -0.0090
H (0.25, -0.37, 0.60)  -0.0417
H (1.11, 0.25, -0.75)  -0.0227
H (0.51, 1.41, 0.46)  0.0229
B (-1.54, -0.87, -2.64)  -0.4197
H (-0.97, -1.72, -2.96)  -0.0248
H (-2.18, -0.45, -3.40)  0.0244
H (-2.08, -1.14, -1.74)  -0.0324
H (-0.82, -0.10, -2.43)  -0.0529
C (3.31, -4.39, 3.05)  -0.0537
C (3.53, -4.09, 1.61)  -0.1835
O (3.83, -2.69, 1.39)  0.0683
C (3.13, -1.82, 0.71)  -0.2853
O (2.02, -2.11, 0.20)  -0.0125
C (3.75, -0.39, 0.79)  -0.4615
F (5.02, -0.33, 1.24)  0.1773
F (3.69, 0.13, -0.44)  0.1760
F (2.91, 0.33, 1.60)  0.1407
H (2.91, -5.40, 3.06)  0.0913
H (2.62, -3.65, 3.45)  0.0737
H (4.18, -4.36, 3.71)  0.0862
H (2.65, -4.39, 1.05)  0.1196
H (4.28, -4.74, 1.17)  0.1349
C (-2.51, 6.08, -5.56)  -0.0697
C (-1.52, 6.18, -4.40)  -0.2028
O (-1.56, 4.95, -3.65)  0.0036
C (-0.52, 4.62, -2.81)  -0.3514
O (0.43, 5.32, -2.65)  0.1696
C (-0.72, 3.26, -2.09)  -0.5289
F (-1.92, 2.71, -2.41)  0.1662
F (0.31, 2.53, -2.44)  0.1846
F (-0.59, 3.61, -0.80)  0.1649
H (-2.09, 5.51, -6.39)  0.0743
H (-2.82, 7.01, -6.04)  0.0757
H (-3.43, 5.61, -5.20)  0.0785
H (-1.90, 7.01, -3.80)  0.1246
H (-0.51, 6.35, -4.77)  0.1249
C (-5.27, -3.81, 0.38)  -0.0569
C (-4.41, -2.60, 0.10)  -0.1943
O (-4.07, -1.85, 1.27)  0.0361
C (-2.89, -1.19, 1.44)  -0.2298
O (-1.85, -1.43, 0.78)  0.0062
C (-2.89, -0.15, 2.62)  -0.4786
F (-3.88, -0.42, 3.50)  0.1623
F (-1.75, -0.25, 3.29)  0.1781
F (-3.06, 1.10, 2.10)  0.1568
H (-6.31, -3.67, 0.08)  0.0751
H (-5.32, -4.04, 1.44)  0.0859
H (-5.07, -4.70, -0.22)  0.0801
H (-5.07, -1.90, -0.43)  0.1320
H (-3.60, -2.80, -0.60)  0.1160
C (0.15, 3.06, 3.59)  -0.0488
C (0.81, 1.78, 3.17)  -0.2382
O (1.19, 1.02, 4.31)  0.0339
C (1.20, -0.33, 4.33)  -0.3413
O (1.15, -1.04, 3.35)  0.1399
C (1.49, -0.87, 5.79)  -0.5180
F (0.38, -0.61, 6.52)  0.1493
F (1.66, -2.19, 5.78)  0.1728
F (2.49, -0.17, 6.36)  0.1685
H (-0.66, 2.83, 4.29)  0.0834
H (-0.22, 3.70, 2.78)  0.0882
H (0.89, 3.60, 4.16)  0.0815
H (1.62, 1.97, 2.46)  0.1171
H (0.05, 1.21, 2.63)  0.0868

Its spin multiplicity is 2. The value obtained for the molar mass is 869.35 g/mol. The value obtained for the gap between HOMO and LUMO (alpha / beta) is 5.80 / 9.62 eV. As for the expectation value of S²: 0.7518.